Formula: C12H28CrF6N4O3SSb
Source: the Open Molecules 2025 dataset
Level of theory: ωB97M-V/def2-TZVPD

Geometry as ORCA input:
```
! wB97M-V def2-TZVPD RIJCOSX def2/J DEFGRID3
* xyz 2 6
Cr 0.4416 0.1149 -1.0397
N 1.8205 0.8631 0.4191
C 1.8403 2.3590 0.4254
C 3.2048 2.9533 0.0796
C 3.7428 2.6832 -1.3338
C 3.1162 3.5287 -2.4620
N 2.8991 4.9248 -2.0992
C 3.4929 5.9984 -2.5964
N 3.0157 7.2038 -2.2797
N 4.5808 5.9164 -3.3630
C 0.8179 2.8937 -0.5963
O 0.6885 4.0927 -0.7087
O 0.2332 1.9805 -1.3188
H 1.3893 0.5462 1.2855
H 2.7734 0.5105 0.4116
H 1.5033 2.7448 1.3849
H 3.9308 2.5719 0.8027
H 3.1386 4.0278 0.2412
H 3.6095 1.6325 -1.6101
H 4.8153 2.8803 -1.3069
H 2.1492 3.1251 -2.7592
H 3.7596 3.4628 -3.3384
H 2.0577 5.0625 -1.5417
H 2.1821 7.3025 -1.7250
H 3.4418 8.0465 -2.6241
H 5.0038 5.0415 -3.6110
H 4.9848 6.7461 -3.7628
F -0.7468 -0.5151 -2.2868
Sb -2.1067 0.3561 -0.1336
F -3.2016 -0.7520 -1.1323
F -2.7655 2.0163 -0.5946
F -3.1286 0.1343 1.3855
F -0.9901 -1.2200 0.4820
F -0.8062 1.2027 1.0339
C -0.2696 -4.0627 -3.0799
C -0.2767 -4.8615 -1.7797
C -0.5131 -3.9960 -0.5498
S 0.9388 -3.0315 -0.0205
O 1.0842 -1.8621 -0.9207
C 2.4574 -4.0218 -0.2804
C 3.0766 -3.9570 -1.6741
C 3.7698 -2.6495 -2.0498
H 0.0857 -4.6704 -3.9096
H 0.3550 -3.1662 -3.0082
H -1.2737 -3.7097 -3.3131
H 0.6160 -5.4817 -1.6814
H -1.1178 -5.5619 -1.7866
H -0.7745 -4.5683 0.3453
H -1.2818 -3.2371 -0.7090
H 2.1851 -5.0388 0.0123
H 3.1507 -3.6327 0.4698
H 2.3457 -4.2149 -2.4398
H 3.8309 -4.7488 -1.6716
H 3.0559 -1.8717 -2.3142
H 4.4002 -2.8225 -2.9206
H 4.4114 -2.2945 -1.2402
*
```

Values from the calculation:
electronic energy = -3200.44184 a.u.